Entry 1:
The following is a quantum chemistry calculation of a structure of composition C39H34Cl5INO4ReTe in a non-equilibrium geometry, from OMol25.

Energy above the lowest of the compared OMol25 structures with the same formula, charge and spin (kcal/mol): 15.7
Largest force on an atom (eV/A): 2.5
Lowest unoccupied orbital energy (spin up / spin down) (eV): -1.35 / -1.35
Orbital gap (spin up / spin down) (eV): 6.41 / 6.41
HOMO (spin up / spin down) (eV): -7.8 / -7.8

Last column: Mulliken charge in e.
Positions of all 86 atoms, in Å:
Re -0.85399 1.54985 1.35810  1.275
Cl -2.45977 3.67509 3.41754  -0.165
C -3.49315 2.49769 2.67505  0.903
C -2.91127 1.46419 1.91670  -0.682
C -3.81408 0.44739 1.55174  0.722
Cl -3.22353 -1.03810 0.87799  0.009
C -5.19375 0.54118 1.72723  -0.104
Cl -6.25270 -0.69275 1.14752  -0.171
C -5.72275 1.65570 2.37088  0.438
Cl -7.41986 1.83161 2.54576  -0.193
C -4.86089 2.61163 2.90155  -0.112
Cl -5.50183 3.91028 3.83237  -0.188
I 0.55206 4.13367 -0.64552  -0.096
C -1.20813 3.43402 0.41629  -1.580
H -1.97364 3.44167 -0.36091  0.507
H -1.40875 4.26478 1.08661  0.661
C -3.88206 -3.40280 -5.07746  -1.624
C -3.08846 -2.63451 -4.05498  0.607
C -1.79881 -3.01454 -3.70959  -0.872
C -1.05140 -2.32970 -2.75812  0.532
C 0.36454 -2.79607 -2.50732  -1.551
C -1.64734 -1.22408 -2.13041  0.304
Te -0.57340 -0.16397 -0.63750  0.458
N -0.00153 -1.68573 0.48197  -0.305
C -0.04174 -1.40294 1.76201  0.301
O -0.39496 -0.29979 2.33655  -0.588
C 0.38101 -2.50162 2.67901  0.302
C 0.13365 -3.83187 2.35717  -0.341
C 0.48362 -4.83435 3.24976  -0.779
C 1.10957 -4.51242 4.44727  -0.414
C 1.37700 -3.18456 4.75820  -0.738
C 0.99398 -2.17689 3.88534  -0.365
C 1.08499 0.36207 -1.85894  0.949
C 2.42086 0.03242 -1.58985  0.851
C 2.89703 -0.86783 -0.47618  -1.667
C 3.40019 0.56072 -2.42489  -0.907
C 3.10296 1.38833 -3.49540  0.560
C 4.19394 1.98839 -4.34288  -1.660
C 1.77174 1.69289 -3.73445  -0.860
C 0.75249 1.21023 -2.92781  0.577
C -0.65581 1.65126 -3.24934  -1.609
C -2.93597 -0.79159 -2.47755  1.508
C -3.63028 0.42773 -1.90973  -2.037
C -3.63173 -1.51693 -3.43581  -0.710
H -3.29562 -4.21503 -5.50630  0.350
H -4.20628 -2.74885 -5.88874  0.357
H -4.77896 -3.83040 -4.62511  0.344
H -1.35078 -3.87674 -4.19582  0.375
H 0.44333 -3.86526 -2.70539  0.534
H 0.68993 -2.62635 -1.48428  0.003
H 1.05240 -2.28117 -3.18360  0.323
H -0.33519 -4.06830 1.40995  0.426
H 0.26476 -5.86844 3.01120  0.400
H 1.39230 -5.29674 5.13839  0.392
H 1.87389 -2.93234 5.68637  0.419
H 1.16594 -1.13721 4.13357  0.513
H 2.17701 -0.97251 0.32128  0.006
H 3.82115 -0.47549 -0.04936  0.544
H 3.10853 -1.86749 -0.86522  0.398
H 4.43733 0.31958 -2.20953  0.446
H 5.07849 1.35222 -4.36493  0.402
H 4.49107 2.95947 -3.93741  0.286
H 3.85440 2.14757 -5.36704  0.402
H 1.51659 2.35375 -4.55684  0.423
H -0.63157 2.58584 -3.80655  0.437
H -1.24659 1.84491 -2.35059  -0.017
H -1.18035 0.90435 -3.84925  0.385
H -3.05583 0.95257 -1.14998  -0.326
H -4.58246 0.13968 -1.45826  0.529
H -3.84765 1.13326 -2.71456  0.496
H -4.63505 -1.19269 -3.70084  0.477
O 2.08141 2.13762 5.09070  -0.684
C 3.08047 2.09106 4.19156  0.253
C 4.38951 2.10106 4.66923  -0.683
C 5.44952 2.06965 3.78494  -0.335
C 5.23873 2.02669 2.40515  -0.954
C 3.94593 1.99401 1.92707  -0.264
C 2.86145 2.01864 2.80917  -0.126
C 1.50381 1.95028 2.26755  1.282
O 1.28153 1.50043 1.09128  -0.177
O 0.49564 2.32073 2.94863  -1.039
H 1.23971 2.25210 4.61044  0.384
H 4.54691 2.14615 5.73943  0.453
H 6.46071 2.09082 4.17241  0.378
H 6.07638 2.02682 1.71970  0.422
H 3.73942 1.96605 0.86352  0.621

---

Entry 2:
The following is a quantum chemistry calculation of an isolated molecule of C6H13N in a non-equilibrium geometry, from OMol25.

Energy above the lowest of the compared OMol25 structures with the same formula, charge and spin (kcal/mol): 42.9
SMILES: C=C(C)CCCN
Largest force on an atom (eV/A): 4.7
Lowest unoccupied orbital energy (eV): 1.07
Orbital gap (eV): 9.41
HOMO (eV): -8.3

Last column: Mulliken charge in e.
Positions of all 20 atoms, in Å:
C -1.55390 0.38232 -0.41875  -0.498
C -0.77465 -1.04499 -0.12875  -0.531
C 0.60742 -0.72801 -0.52757  -1.065
C 1.77396 1.51806 -0.03484  -1.193
C 1.42187 0.24334 0.34098  0.958
C 1.85888 -0.32870 1.66073  -1.180
N -2.88824 0.09886 -0.91569  -0.512
H -1.57306 1.07352 0.39026  0.344
H -0.88661 0.88159 -1.15768  0.263
H -1.01610 -1.25441 0.90528  0.355
H -1.19588 -1.83488 -0.72812  0.295
H 0.68472 -0.34357 -1.53434  0.425
H 1.29388 -1.66275 -0.59609  0.391
H 1.69830 1.98534 -1.00063  0.302
H 2.16457 2.08667 0.69478  0.342
H 0.94624 -0.61596 2.19676  0.291
H 2.39150 0.35380 2.46668  0.310
H 2.35499 -1.19552 1.43507  0.344
H -3.63180 -0.00098 -0.25894  0.180
H -3.01459 -0.41703 -1.75403  0.180

---

Entry 3:
The following is a quantum chemistry calculation of a structure of composition C37H41CsN11O3S2, from OMol25.

Energy above the lowest of the compared OMol25 structures with the same formula, charge and spin (kcal/mol): 7.3
Largest force on an atom (eV/A): 0.7
Net charge: -1
Lowest unoccupied orbital energy (eV): 2.04
Orbital gap (eV): 6.75
HOMO (eV): -4.7

Last column: Mulliken charge in e.
Positions of all 95 atoms, in Å:
Cs -0.31022 0.12133 0.32551  1.014
C 0.27665 -1.50803 -6.59589  -0.755
C 0.32771 -0.01422 -6.28957  -0.696
N 1.47610 0.38025 -5.50740  -0.134
C 1.62876 0.14992 -4.16529  -0.233
S 0.25041 -0.24523 -3.20860  -0.308
N 2.88331 0.25565 -3.76653  -1.153
N 3.04232 0.08995 -2.42181  0.840
C 4.24442 0.09778 -1.98311  0.961
C 5.46628 0.26087 -2.84582  -1.909
C 4.40889 -0.14278 -0.52579  0.439
C 5.55112 -0.78797 -0.05185  -1.088
C 5.65285 -1.08177 1.29892  -0.652
C 4.62468 -0.70774 2.14497  -0.511
C 3.54156 -0.04127 1.58994  -0.051
N 3.42188 0.23721 0.29724  0.200
H -0.61028 -1.75508 -7.18422  0.381
H 1.15914 -1.82115 -7.15869  0.295
H 0.24261 -2.07136 -5.66292  0.047
H 0.35643 0.56026 -7.21933  0.381
H -0.56838 0.28218 -5.74673  0.285
H 2.36038 0.46642 -5.98583  0.272
H 5.21390 0.86426 -3.71408  0.449
H 6.28184 0.72568 -2.29015  0.505
H 5.81954 -0.70617 -3.21815  0.306
H 6.33422 -1.07832 -0.74000  0.392
H 6.52331 -1.60213 1.68070  0.385
H 4.63095 -0.92171 3.20446  0.336
H 2.72976 0.26900 2.23656  0.374
C 1.60768 2.80275 -1.23151  -0.476
O 0.49115 2.81542 -0.34286  0.140
C -0.09829 4.00014 -0.05229  0.752
C 0.35497 5.21640 -0.55262  -0.802
C -0.28756 6.39825 -0.20467  -0.717
C -1.38339 6.37897 0.64064  -0.804
C -1.84660 5.16507 1.12629  -0.224
C -1.23174 3.96918 0.78130  -0.136
N -1.68452 2.70060 1.26191  0.103
N -2.90764 2.72918 1.54003  -0.376
C -3.55314 1.63340 2.09674  0.148
C -2.92603 0.53723 2.74436  0.093
O -1.66310 0.36030 2.80239  -0.758
C -3.79372 -0.42162 3.39707  -0.591
C -5.13866 -0.31941 3.37745  -1.201
C -5.78938 0.76787 2.71892  0.990
C -7.19334 0.86816 2.69428  -0.864
C -7.81642 1.91568 2.06804  -0.524
C -7.03086 2.89835 1.44269  -0.639
C -5.66182 2.81892 1.44855  -0.588
C -4.99266 1.74909 2.09151  0.764
H 1.30767 3.13498 -2.22806  0.466
H 1.95116 1.77244 -1.27781  -0.566
H 2.41258 3.43444 -0.84747  0.441
H 1.20735 5.24430 -1.21425  0.399
H 0.08475 7.33634 -0.59729  0.372
H -1.87524 7.30001 0.92557  0.378
H -2.69870 5.11885 1.79072  0.449
H -3.30075 -1.24764 3.89682  0.430
H -5.75115 -1.07007 3.86603  0.332
H -7.77552 0.09404 3.18252  0.366
H -8.89661 1.98527 2.05196  0.375
H -7.51328 3.72916 0.94151  0.388
H -5.06851 3.57456 0.95488  0.440
C -0.74492 -3.40833 2.78693  -1.506
C 0.57799 -2.80246 2.43647  -0.131
N 1.12147 -1.78920 2.98422  0.009
N 0.34095 -1.12669 3.91718  0.028
C 0.93305 -0.20679 4.73350  0.174
N 0.06850 0.75794 5.12797  -0.427
S 2.50841 -0.28714 5.26506  -0.419
C 1.35641 -3.36677 1.29188  0.518
C 1.72980 -4.70570 1.23591  -0.414
C 2.49054 -5.13643 0.15928  -0.738
C 2.83563 -4.22599 -0.82861  -0.889
C 2.39047 -2.91928 -0.70001  -0.072
N 1.66602 -2.49605 0.33052  0.684
H -1.03990 -3.14134 3.80128  0.379
H -0.69165 -4.49420 2.69774  0.536
H -1.50638 -3.07949 2.07637  0.216
H -0.59478 -0.85657 3.58027  0.335
H -0.70506 0.97503 4.50598  0.260
H 0.46373 1.49018 5.68991  0.219
H 1.44879 -5.38544 2.02974  0.509
H 2.81098 -6.16889 0.09299  0.382
H 3.42470 -4.51872 -1.68727  0.483
H 2.59472 -2.16732 -1.45665  -0.074
C -0.60674 -3.76334 -2.22830  -0.750
C -1.58118 -2.94064 -1.42593  0.519
N -2.21035 -1.95318 -2.11319  -0.218
O -1.84253 -3.16438 -0.25537  -0.623
H -1.12389 -4.23939 -3.06255  0.423
H -0.15171 -4.51297 -1.58687  0.206
H 0.15703 -3.10140 -2.64461  0.014
H -1.79463 -1.57844 -2.95676  0.117
H -2.82433 -1.35309 -1.58698  0.319